The following is a DFT calculation (ωB97M-V/def2-TZVPD) of a cluster of 2 separate species, C2H6N2O4 in total at a distorted geometry.

Structure (XYZ):
```
14
C2H6N2O4 (ωB97M-V/def2-TZVPD)
C -0.1412 -1.2624 0.2349
O 0.4108 -2.3317 -0.3932
O 0.3076 -1.1983 1.5106
O -1.3203 -0.9357 -0.0589
H -0.1560 -2.5790 -1.1371
H -0.4327 -1.0219 2.1079
C 0.3794 1.6386 -0.1279
N -0.9578 1.6215 -0.1849
N 0.9224 0.3139 -0.5303
O 1.1354 2.4564 0.3388
H -1.4007 0.5623 -0.2575
H -1.4024 2.3864 0.2999
H 0.7521 0.1208 -1.5094
H 1.9032 0.2292 -0.2929
```

Net charge = 0
2S+1 = 1
HOMO level = -10.1 eV
SMILES = NC(N)=O.O=C(O)O
Orbital gap = 10.49 eV